(1)
Density functional theory data (ωB97M-V with the def2-TZVPD basis set) for a structure of composition C24H37IrN2O10S2Si.

**Lowest unoccupied orbital energy (spin up / spin down)**: -4.88 / -5.68 eV
**Kohn-Sham gap (spin up / spin down)**: 7.267 / 6.419 eV
**Energy above the lowest of the compared OMol25 structures with the same formula, charge and spin**: 39.1 kcal per mole
**HOMO level (spin up / spin down)**: -0.44652 / -0.44480 hartree
**Electronic energy**: -81328.643 eV
**Net charge**: +1
**Multiplicity**: 2

Positions of all 77 atoms, in Å:
Ir (-1.80764, 0.86327, -0.82014)
O (-2.18805, -2.67706, -5.37083)
C (-1.58245, -1.55210, -5.72153)
O (-1.24986, -1.31050, -6.84683)
C (-1.31443, -0.55040, -4.64145)
C (-0.70919, 0.67139, -4.86413)
N (-0.62925, 1.31209, -3.68549)
N (-1.13471, 0.55698, -2.70872)
C (-1.56690, -0.56446, -3.26531)
C (-2.25447, -1.48601, -2.32620)
O (-2.69123, -2.56168, -2.65146)
O (-2.35669, -1.00155, -1.10054)
H (-2.39030, -2.73790, -4.41150)
H (-0.32933, 1.09600, -5.77844)
H (-0.22937, 2.21559, -3.48495)
C (-7.34856, -3.41290, -0.10908)
C (-6.55211, -2.14133, -0.09097)
C (-6.36754, -1.39611, -1.25331)
C (-5.64089, -0.21854, -1.23913)
C (-5.09326, 0.20920, -0.03815)
C (-5.26499, -0.50491, 1.14113)
C (-5.99393, -1.67751, 1.10098)
S (-4.17369, 1.69037, 0.00661)
O (-3.54080, 1.79900, -1.38930)
O (-4.91242, 2.80924, 0.44999)
O (-2.91423, 1.39185, 0.82902)
H (-7.49406, -3.77687, -1.12420)
H (-8.33233, -3.24808, 0.33432)
H (-6.85404, -4.19239, 0.46975)
H (-6.79305, -1.74644, -2.18481)
H (-5.49964, 0.35363, -2.14600)
H (-4.82530, -0.15927, 2.06735)
H (-6.12810, -2.25048, 2.00975)
C (4.88147, -0.30689, -1.89547)
C (3.91059, 0.69482, -1.29540)
C (4.64025, 1.90631, -0.74075)
C (2.84567, 1.10242, -2.30308)
O (3.24120, -0.02122, -0.22199)
Si (2.26381, 0.30727, 0.98885)
S (0.20175, 0.24358, -0.00719)
O (2.42912, 1.78702, 1.54832)
C (1.79335, 2.64291, 2.54657)
C (2.90934, 3.10196, 3.46749)
C (1.19051, 3.80554, 1.77659)
C (0.72599, 1.87789, 3.31116)
O (2.02137, -0.90363, 1.98735)
C (2.90318, -1.81165, 2.73157)
C (2.56223, -1.62645, 4.19852)
C (2.56702, -3.20959, 2.24781)
C (4.35470, -1.45798, 2.45375)
H (5.41548, 0.14232, -2.73304)
H (4.34818, -1.18774, -2.25269)
H (5.61201, -0.61805, -1.14903)
H (5.21453, 2.37996, -1.53768)
H (5.33275, 1.60767, 0.04685)
H (3.94488, 2.63793, -0.33093)
H (3.31322, 1.58486, -3.16237)
H (2.14781, 1.81222, -1.84692)
H (2.29156, 0.22783, -2.64809)
H (3.69165, 3.60365, 2.89832)
H (3.34717, 2.25110, 3.99128)
H (2.51909, 3.79832, 4.21029)
H (1.95926, 4.31911, 1.19880)
H (0.73939, 4.52054, 2.46489)
H (0.41432, 3.44799, 1.09747)
H (1.15029, 1.01886, 3.82945)
H (-0.06708, 1.53040, 2.64665)
H (0.27614, 2.53650, 4.05456)
H (1.49765, -1.78967, 4.36517)
H (2.82421, -0.62192, 4.53424)
H (3.12118, -2.34165, 4.80252)
H (1.51973, -3.43798, 2.44388)
H (3.18551, -3.94385, 2.76472)
H (2.75125, -3.29487, 1.17659)
H (4.56100, -0.41893, 2.72726)
H (4.60232, -1.60760, 1.40312)
H (5.00779, -2.09141, 3.05415)

Cartesian forces, eV/Å:
0.5 0.7 0.1
0.0 0.0 0.0
0.0 0.0 0.0
0.0 0.0 0.0
0.0 0.0 0.0
0.1 0.0 0.0
0.1 0.0 0.0
-0.2 0.0 0.0
0.0 0.0 0.0
0.0 0.1 0.1
0.0 -0.1 0.0
-0.1 0.1 -0.1
0.0 0.0 0.0
0.0 0.0 0.0
0.0 0.0 0.0
0.0 0.0 0.0
0.0 0.0 0.0
0.0 0.0 0.0
0.0 0.0 0.0
-0.1 0.0 0.1
0.0 0.0 0.0
0.0 0.0 0.0
0.0 -0.1 -0.2
-0.5 -0.1 0.2
0.0 0.0 -0.1
0.1 -0.1 -0.1
0.0 0.0 0.0
0.0 0.0 0.0
0.0 0.0 0.0
0.0 0.0 0.0
0.0 0.0 0.0
0.0 0.0 0.0
0.0 0.0 0.0
0.0 0.0 0.0
-0.1 0.0 0.0
0.0 0.0 0.0
0.0 0.1 0.0
0.1 -0.1 0.0
-0.3 0.4 0.1
0.2 -0.9 -0.1
0.2 0.1 0.1
0.0 -0.1 -0.1
0.0 0.0 0.0
0.0 0.0 0.0
0.0 0.0 0.0
0.0 0.1 0.1
0.0 0.0 0.0
0.0 0.0 0.0
0.0 0.0 0.0
0.0 0.0 0.0
0.0 0.0 0.0
0.0 0.0 0.0
0.0 0.0 0.0
0.0 0.0 0.0
0.0 0.0 0.0
0.0 0.0 0.0
0.0 0.0 0.0
0.0 0.0 0.0
0.0 0.0 0.0
0.0 0.0 0.0
0.0 0.0 0.0
0.0 0.0 0.0
0.0 0.0 0.0
0.0 0.0 0.0
0.0 0.0 0.0
0.0 0.0 0.0
0.0 0.0 0.0
0.0 0.0 0.0
0.0 0.0 0.0
0.0 0.0 0.0
0.0 0.0 0.0
0.0 0.0 0.0
0.0 0.0 0.0
0.0 0.0 0.0
0.0 0.0 0.0
0.0 0.0 0.0
0.0 0.0 0.0


(2)
Density functional theory data (ωB97M-V with the def2-TZVPD basis set) for a structure of composition C24H37IrNPS4Te.

**Lowest unoccupied orbital energy (spin up / spin down)**: -2.20 / -5.03 eV
**Kohn-Sham gap (spin up / spin down)**: 8.025 / 5.842 eV
**Energy above the lowest of the compared OMol25 structures with the same formula, charge and spin**: 11.4 kcal per mole
**HOMO level (spin up / spin down)**: -0.37591 / -0.39970 hartree
**Electronic energy**: -89735.392 eV
**Net charge**: +1
**Multiplicity**: 6

Positions of all 69 atoms, in Å:
Ir (0.96676, 0.90314, -0.70187)
C (2.03066, 1.00524, 4.09753)
C (2.20296, 0.83914, 2.59583)
C (3.03666, -0.39766, 2.26133)
P (0.64406, 0.76254, 1.58563)
C (-0.61464, 1.88194, 2.35073)
C (-1.94084, 1.69784, 1.62153)
C (-0.13244, 3.32054, 2.24773)
C (-0.04454, -0.90476, 1.75783)
C (-0.31664, -1.56336, 2.94223)
C (-0.80954, -2.86646, 2.93503)
C (-1.10574, -3.58126, 4.21023)
C (-1.02084, -3.48796, 1.69763)
C (-0.79564, -2.83766, 0.50713)
C (-0.30314, -1.51326, 0.50293)
N (-0.08524, -0.79916, -0.62697)
C (-0.44484, -1.36096, -1.86037)
C (0.48776, -2.11046, -2.59747)
C (1.86266, -2.35166, -2.05737)
C (0.10076, -2.64986, -3.81277)
C (-1.18224, -2.46306, -4.31237)
C (-1.58664, -3.03926, -5.62857)
C (-2.09614, -1.73736, -3.55387)
C (-1.75214, -1.17706, -2.33937)
C (-2.73924, -0.39136, -1.53297)
H (3.01696, 1.04024, 4.55783)
H (1.49106, 0.16624, 4.52553)
H (1.51256, 1.92964, 4.33653)
H (2.71936, 1.72774, 2.21083)
H (2.63146, -1.28326, 2.74853)
H (4.06306, -0.25736, 2.59613)
H (3.04836, -0.57706, 1.18423)
H (-0.72644, 1.57954, 3.39743)
H (-1.87554, 2.11924, 0.61773)
H (-2.73684, 2.20474, 2.16183)
H (-2.19504, 0.64344, 1.53763)
H (0.08856, 3.55374, 1.20683)
H (0.76416, 3.48904, 2.83573)
H (-0.90424, 3.99934, 2.59733)
H (-0.14624, -1.06886, 3.88893)
H (-0.96254, -2.92706, 5.06573)
H (-0.45204, -4.44566, 4.32163)
H (-2.13144, -3.94656, 4.21173)
H (-1.37834, -4.50756, 1.68393)
H (-0.98444, -3.33916, -0.43177)
H (1.88656, -3.27976, -1.48647)
H (2.17716, -1.54536, -1.39157)
H (2.57866, -2.43506, -2.87047)
H (0.81686, -3.22316, -4.38517)
H (-0.71734, -3.20116, -6.25947)
H (-2.28304, -2.38166, -6.14347)
H (-2.08544, -3.99746, -5.47897)
H (-3.09994, -1.60286, -3.92637)
H (-3.70824, -0.36876, -2.02287)
H (-2.38404, 0.63474, -1.40697)
H (-2.86984, -0.82556, -0.54167)
S (1.32736, 0.84704, -3.14027)
S (3.20506, 0.63464, -3.55527)
S (4.24936, 1.14364, -0.89967)
S (2.84836, 2.36174, -0.32077)
C (-1.54644, 4.72314, -1.02367)
Te (-0.34624, 3.20184, -2.01847)
C (1.29276, 4.59024, -2.01257)
H (-1.00854, 5.14124, -0.17767)
H (-2.49524, 4.31644, -0.69147)
H (-1.72914, 5.50654, -1.75377)
H (0.97966, 5.48574, -2.53947)
H (2.15286, 4.15944, -2.50887)
H (1.55496, 4.83594, -0.98797)

Cartesian forces, eV/Å:
0.9 0.7 0.5
-0.1 0.1 -0.2
-0.1 0.0 -0.3
0.0 0.1 -0.2
0.0 0.3 0.2
0.2 -0.2 -0.3
0.1 -0.1 0.0
0.1 -0.1 0.1
0.1 0.3 -0.4
0.0 0.0 -0.2
0.0 0.1 -0.1
0.0 -0.1 0.0
0.0 0.1 0.0
0.0 0.0 -0.2
-0.2 -0.4 1.0
0.1 0.9 -0.2
-0.5 -1.0 -1.3
-0.3 0.2 0.5
0.0 0.0 0.1
-0.3 0.1 -0.1
0.1 0.1 0.2
-0.1 -0.1 -0.1
0.2 -0.1 -0.1
0.4 0.0 0.3
0.0 0.1 0.0
0.0 0.0 0.1
-0.1 -0.1 0.2
-0.1 0.1 0.2
-0.1 -0.1 0.0
0.0 -0.1 0.0
0.0 0.0 0.0
0.1 -0.1 0.0
0.1 0.0 0.0
0.0 0.0 0.0
-0.1 0.1 0.0
-0.2 -0.1 0.0
0.0 0.1 -0.1
0.2 0.1 0.1
-0.1 0.1 0.1
0.0 0.0 0.0
0.0 0.0 0.1
0.0 -0.1 0.0
-0.1 0.0 0.1
-0.1 -0.1 0.0
0.0 0.0 0.0
0.1 -0.1 0.1
0.1 -0.1 0.0
0.1 0.0 0.0
0.1 0.0 -0.1
0.0 0.0 -0.1
0.0 0.0 -0.1
0.0 -0.1 -0.1
-0.2 0.1 -0.1
-0.1 0.0 0.0
-0.1 0.0 0.1
0.0 0.0 0.1
0.1 -0.1 0.1
0.0 0.0 0.2
0.4 -0.1 -0.2
-0.6 -0.2 -0.1
0.2 -0.3 -0.1
-0.3 0.8 0.5
-0.1 -0.1 0.0
0.1 -0.1 0.0
-0.1 -0.1 0.0
0.0 0.0 -0.1
-0.1 0.0 -0.1
0.0 -0.2 -0.1
-0.1 0.0 0.1


(3)
Density functional theory data (ωB97M-V with the def2-TZVPD basis set) for a structure of composition C24H37IrO2Si.

**Lowest unoccupied orbital energy (spin up / spin down)**: 0.52 / -1.99 eV
**Kohn-Sham gap (spin up / spin down)**: 3.952 / 6.138 eV
**Energy above the lowest of the compared OMol25 structures with the same formula, charge and spin**: 13.3 kcal per mole
**HOMO level (spin up / spin down)**: -0.12605 / -0.29873 hartree
**Electronic energy**: -40288.770 eV
**Net charge**: 0
**Multiplicity**: 5

Positions of all 65 atoms, in Å:
O (-1.73344, -0.73070, -5.45225)
C (-1.71076, -0.73289, -3.97732)
C (-1.85663, 0.77113, -3.85846)
H (-0.82024, -1.11575, -3.50306)
H (-2.54466, -1.31536, -3.60488)
C (-2.31533, 0.62290, -5.31314)
H (-0.88719, 1.23198, -3.69164)
H (-2.64797, 1.18641, -3.24572)
C (-1.73897, 1.53397, -6.36262)
H (-0.71736, 1.82126, -6.06924)
H (-2.33739, 2.45186, -6.46162)
H (-1.69337, 0.99880, -7.32421)
C (-3.83524, 0.61009, -5.14965)
H (-4.20542, 1.53847, -4.67890)
H (-4.11254, -0.18883, -4.45049)
H (-4.36870, 0.44875, -6.09392)
Ir (0.57425, 0.30517, -0.96142)
C (1.72347, 1.94032, 0.07001)
C (2.39276, 0.68458, 0.31236)
C (2.80835, 0.15356, -0.95448)
H (2.56121, 0.20081, 1.27375)
C (2.37601, 1.07334, -1.95971)
C (1.68761, 2.16927, -1.34760)
H (1.21247, 2.97971, -1.90830)
H (1.26640, 2.58284, 0.81459)
H (3.35904, -0.76099, -1.16410)
H (2.58737, 0.97926, -2.99225)
C (-1.61574, -0.20448, 1.27132)
C (-1.17158, 0.47364, -0.03215)
C (-1.25136, -0.52171, -1.14244)
H (-1.66751, 1.42378, -0.24475)
C (-1.58910, -1.80920, -0.49460)
C (-1.71544, -1.66600, 0.84022)
H (-1.82464, -2.44596, 1.59324)
H (-2.58077, 0.21346, 1.59018)
H (-1.95197, -0.19400, -1.90890)
H (-1.82913, -2.67114, -1.10133)
O (1.38041, -0.70725, -3.67913)
C (1.79949, 0.32242, -4.66413)
C (1.49074, -0.10278, -6.08240)
H (2.90878, 0.43455, -4.58904)
H (1.33344, 1.27730, -4.38593)
C (1.45821, -1.63868, -5.99546)
H (2.28327, 0.25142, -6.76011)
H (0.50237, 0.28483, -6.39300)
C (1.33210, -1.94034, -4.48582)
H (2.37779, -2.05974, -6.42213)
H (0.58200, -1.99515, -6.55205)
H (2.11274, -2.65163, -4.15313)
H (0.35698, -2.41239, -4.29347)
C (-0.43212, 0.65322, 6.17124)
Si (0.75051, -0.20254, 4.99564)
C (2.44031, 0.59400, 4.91433)
C (0.90350, -1.90672, 5.76156)
C (0.08196, -0.11095, 3.30847)
C (-0.61164, -0.08647, 2.29505)
H (-0.30732, 0.22945, 7.17745)
H (-1.46971, 0.48438, 5.85202)
H (-0.24582, 1.73298, 6.21447)
H (2.59198, 1.23189, 5.79554)
H (3.22672, -0.17379, 4.89636)
H (2.52378, 1.20815, 4.00663)
H (0.27032, -2.65804, 5.26684)
H (1.94482, -2.25729, 5.75675)
H (0.58092, -1.82545, 6.81213)

Cartesian forces, eV/Å:
-0.5 1.0 1.5
0.2 -0.9 0.1
0.2 -0.3 -0.9
0.3 -0.2 -0.4
-0.3 -0.1 0.1
-0.1 0.6 0.1
0.0 0.2 0.0
0.3 0.0 0.4
0.0 0.3 -0.1
-0.4 0.0 -0.2
0.2 -0.3 -0.1
-0.1 0.3 0.2
-0.6 -0.3 -0.8
0.3 -0.2 -0.5
0.0 0.1 -0.3
0.1 0.0 0.1
1.5 -2.5 -2.7
1.0 0.9 0.6
0.3 0.6 0.3
0.1 0.5 0.0
-0.2 0.3 -0.3
0.8 0.7 0.9
0.8 0.3 0.3
0.3 -0.2 0.5
0.1 -0.3 -0.1
-0.3 0.2 0.2
0.1 0.1 0.2
0.6 -0.3 -1.2
-2.5 1.1 1.3
-3.9 -2.3 1.6
0.1 -0.1 0.2
0.7 1.4 -3.4
0.2 0.2 2.5
-0.1 0.1 -0.3
0.0 0.0 0.4
0.9 -0.3 -0.3
0.1 -0.2 0.2
0.4 -0.2 -3.2
0.6 0.0 0.6
-0.6 -0.1 0.0
-0.6 0.0 0.0
0.1 -0.3 -0.1
0.0 0.4 0.0
-0.4 0.0 0.2
0.7 -0.3 0.0
-0.3 -0.6 0.5
-0.3 0.0 0.2
0.4 -0.2 0.2
-0.2 0.5 0.0
0.4 0.1 0.1
-0.1 0.3 0.0
0.2 0.1 0.4
0.2 0.2 0.2
0.0 -0.4 -0.1
-1.2 -0.2 -1.6
0.7 0.0 2.8
0.0 0.2 -0.2
0.2 0.1 0.1
-0.2 -0.1 0.0
0.2 -0.1 -0.2
-0.1 0.3 0.0
0.0 -0.1 0.3
0.2 0.2 0.2
-0.3 0.0 -0.1
0.1 -0.1 -0.4